Formula: C19H14F3N2O5S2
Source: OMol25
Level of theory: the ωB97M-V functional and the def2-TZVPD basis

The geometry in XYZ format:
```
45
Properties=species:S:1:pos:R:3:forces:R:3
F -2.798924 -1.430385 3.700852 1.07 0.26 0.21
C 3.649762 -4.129551 3.647391 1.13 -1.03 -0.96
F -1.746253 -0.994316 5.563214 0.19 0.07 -1.43
C 5.486586 -5.453789 4.391220 -0.04 0.38 -0.24
S 2.424253 -3.536211 2.484925 1.44 0.67 2.71
S -1.021818 0.610429 3.628029 1.68 -1.78 0.83
C 4.607426 -5.086842 3.366245 0.36 0.11 0.65
C 0.282931 1.203373 1.320734 0.86 1.26 -0.73
H -5.998940 0.465078 1.127094 0.36 0.00 -0.18
H -4.795154 -1.460516 0.045124 0.28 0.44 0.14
C 2.524567 -2.415176 4.806944 -1.31 -0.10 -1.28
C -4.237476 -0.647166 0.525123 0.14 0.34 0.16
H -2.247829 2.158237 2.360779 -0.51 -0.47 -0.59
H 6.071974 -5.198370 6.444864 -0.18 0.24 -0.15
O 2.141272 -1.701576 5.742421 0.77 -0.61 -0.74
O 3.112608 -2.930977 1.366335 -0.27 -0.33 -0.40
O 1.424663 0.640590 0.885640 -0.10 1.22 0.29
C 3.638223 0.636237 -0.030436 0.13 0.00 -0.48
H 3.495446 0.534936 -1.118543 -0.03 -0.21 0.40
C -0.114227 -1.140480 1.379336 0.52 -3.68 -1.04
H 6.270987 -6.166136 4.157593 -0.04 -0.07 0.24
H 4.714963 -5.471150 2.357381 -0.13 -0.19 0.14
C -0.698019 0.128014 1.814756 -0.02 0.22 -0.02
F -0.634304 -1.951708 3.878751 -2.08 0.94 0.69
C -4.180053 1.404176 1.805715 0.33 0.41 -0.39
C -2.840752 -0.740307 0.652448 0.07 0.18 -0.17
N 0.196017 -2.144626 0.844858 -1.17 3.28 1.57
O 1.463296 -4.587168 2.255705 0.07 0.22 -0.36
C -4.905853 0.437177 1.097745 -0.06 -0.43 0.63
O 0.053401 2.397955 1.302642 0.07 -1.12 0.31
C -2.793385 1.359578 1.841267 -1.11 0.51 -0.44
N 1.987161 -2.455497 3.545476 -1.61 1.79 0.43
C 5.404521 -4.849416 5.654581 -0.26 -0.10 -0.30
H 2.225789 2.310535 -0.163881 0.00 -0.34 0.43
H 4.366836 -3.387513 6.881053 0.07 0.03 -0.37
C 2.558932 1.538891 0.551070 -0.22 -0.41 0.25
C -2.123510 0.254615 1.317132 -0.72 0.21 -0.53
H 4.633092 1.090847 0.099844 -0.34 -0.10 0.11
C -1.595558 -1.031385 4.198281 1.06 -0.91 0.58
H 3.632416 -0.363467 0.435590 -0.05 0.42 -0.11
H -2.317973 -1.602280 0.240925 -0.07 0.13 0.22
C 4.464403 -3.836337 5.890112 -0.18 -0.11 -0.25
H 2.919724 2.018790 1.477699 -0.47 -0.20 -0.30
H -4.638949 2.218224 2.371910 -0.25 -0.26 -0.46
C 3.608375 -3.447706 4.845997 0.64 -0.87 0.91
```
Forces are in eV/Å.

Output
Charge   -1
2S+1   1
Orbital gap   7.46 eV
ΔE to the lowest compared entry with this formula, charge and spin   7.2 kcal/mol
HOMO energy   -5.046 eV

=====

Formula: C2H5N2O2
Source: OMol25
Level of theory: the ωB97M-V functional and the def2-TZVPD basis

The geometry in XYZ format:
```
11
Properties=species:S:1:pos:R:3:forces:R:3
H 1.311463 -1.040743 -0.771381 -0.27 0.31 0.28
N 0.657495 0.571586 0.349760 0.82 -1.01 -0.50
N 2.882870 -0.077734 0.168133 0.29 0.31 0.48
H -0.285768 0.256114 0.083984 -0.34 0.64 0.37
H -3.679045 0.031712 -0.541809 0.08 0.16 0.07
C 1.637109 -0.235272 -0.090713 0.01 -0.11 -0.65
H 0.953735 1.213742 1.063946 -0.60 0.13 0.07
O -1.734037 -0.195735 -0.952665 0.50 0.01 -0.28
C -2.631881 0.044458 -0.119528 -0.60 -0.42 0.28
H 3.415832 -0.795091 -0.295096 0.16 -0.22 -0.13
O -2.527769 0.226964 1.105374 -0.03 0.20 0.01
```
Forces are in eV/Å.

Output
Charge   -1
2S+1   1
Orbital gap   8.88 eV
ΔE to the lowest compared entry with this formula, charge and spin   2.8 kcal/mol
HOMO energy   -4.619 eV